No. 1
{"formula": "C12H16CuN2O5", "method": "ωB97M-V/def2-TZVPD", "elements": ["Cu", "O", "C", "C", "O", "C", "O", "C", "O", "C", "H", "H", "C", "H", "H", "C", "N", "C", "C", "C", "N", "C", "C", "O", "H", "H", "H", "H", "H", "H", "H", "H", "H", "H", "H", "H"], "positions_angstrom": [[-0.009, -0.002, 0.157], [0.145, 3.095, 0.263], [0.093, 1.955, 0.041], [-0.100, -1.968, -0.137], [-0.161, -3.100, 0.059], [1.970, -0.078, -0.124], [3.093, -0.147, 0.036], [-1.962, 0.106, -0.166], [-3.090, 0.148, -0.030], [0.033, 0.673, -5.208], [-0.882, 1.293, -5.163], [1.002, 1.202, -5.142], [-0.030, -0.663, -5.264], [0.883, -1.287, -5.248], [-1.000, -1.196, -5.268], [0.794, -2.377, 3.325], [0.170, -1.266, 3.996], [-0.297, -1.414, 5.349], [-0.224, -0.089, 6.027], [-1.056, 0.875, 5.257], [-0.483, 0.969, 3.940], [-0.353, 2.279, 3.351], [-0.151, -0.170, 3.274], [0.047, -0.199, 2.031], [1.788, -2.113, 2.936], [0.245, -2.802, 2.480], [0.945, -3.180, 4.047], [-1.344, -1.759, 5.343], [0.331, -2.170, 5.808], [0.800, 0.262, 6.090], [-0.589, -0.168, 7.035], [-1.056, 1.881, 5.669], [-2.093, 0.509, 5.197], [-1.293, 2.702, 2.982], [0.000, 2.986, 4.123], [0.336, 2.303, 2.508]], "fmax_ev_per_a": 7.1, "s_squared": 0.75, "total_charge": 2, "energy_ev": -70541.129, "homo_lumo_gap_ev": [6.0, 3.9], "spin_multiplicity": 2, "homo_ev": [-14.74, -14.74]}

No. 2
{"formula": "C9H10O5", "method": "ωB97M-V/def2-TZVPD", "elements": ["O", "C", "C", "C", "O", "C", "O", "C", "C", "O", "H", "H", "H", "H", "C", "C", "C", "O", "H", "H", "H", "H", "H", "H"], "positions_angstrom": [[-0.128, -0.363, -1.202], [1.031, -0.586, -1.108], [1.544, -2.019, -1.199], [3.016, -2.386, -1.084], [3.611, -3.543, -1.571], [3.947, -1.386, -0.568], [5.113, -1.662, -0.297], [3.439, -0.035, -0.488], [2.000, 0.443, -0.748], [1.575, 1.714, -0.601], [0.688, -2.716, -1.600], [2.858, -4.246, -1.571], [4.191, 0.599, -0.280], [0.698, 1.530, -0.257], [-3.601, 1.033, 0.136], [-2.799, 1.668, 1.213], [-3.432, 1.802, 2.440], [-1.544, 1.825, 1.011], [-4.505, 1.575, 0.110], [-3.915, -0.021, 0.364], [-3.210, 1.088, -0.914], [-2.737, 1.389, 3.176], [-4.418, 1.488, 2.500], [-3.422, 2.808, 2.539]], "fmax_ev_per_a": 8.3, "smiles": "O=C1C=C(O)C(=O)C=C1O.CC(C)=O", "de_lowest_kj_mol": 483.1, "total_charge": 0, "energy_ev": -19728.063, "homo_lumo_gap_ev": 7.1, "spin_multiplicity": 1, "homo_ev": -8.91}

No. 3
{"formula": "C36H27CrF6N4O5", "method": "ωB97M-V/def2-TZVPD", "elements": ["Cr", "C", "O", "C", "C", "C", "C", "C", "C", "N", "N", "C", "C", "O", "C", "C", "C", "C", "C", "C", "C", "C", "H", "H", "H", "H", "H", "H", "H", "H", "H", "H", "H", "H", "H", "C", "C", "O", "C", "F", "F", "F", "C", "F", "F", "F", "H", "H", "H", "O", "C", "N", "C", "C", "O", "N", "C", "C", "C", "C", "C", "C", "C", "C", "C", "C", "C", "C", "H", "H", "H", "H", "H", "H", "H", "H", "H", "H", "H"], "positions_angstrom": [[-0.606, 0.352, 0.399], [0.612, 2.803, 2.138], [-0.406, 2.361, 1.240], [-0.768, 3.200, 0.198], [-0.283, 4.477, 0.003], [-0.771, 5.209, -1.076], [-1.726, 4.679, -1.929], [-2.209, 3.394, -1.725], [-1.719, 2.659, -0.666], [-2.086, 1.323, -0.345], [-3.324, 1.035, -0.409], [-3.758, -0.074, 0.215], [-3.037, -0.685, 1.277], [-1.841, -0.351, 1.613], [-3.708, -1.665, 2.088], [-4.960, -2.063, 1.793], [-5.702, -1.510, 0.693], [-6.998, -1.960, 0.395], [-7.697, -1.422, -0.658], [-7.107, -0.420, -1.438], [-5.836, 0.029, -1.165], [-5.114, -0.506, -0.088], [0.256, 3.670, 2.695], [1.522, 3.048, 1.588], [0.795, 1.970, 2.809], [0.457, 4.904, 0.663], [-0.389, 6.206, -1.249], [-2.086, 5.261, -2.766], [-2.946, 2.950, -2.380], [-3.146, -2.082, 2.912], [-5.440, -2.827, 2.395], [-7.436, -2.740, 1.006], [-8.695, -1.771, -0.887], [-7.652, 0.001, -2.273], [-5.379, 0.791, -1.780], [0.173, -3.109, -1.697], [-0.653, -1.820, -1.738], [-0.644, -1.268, -0.474], [-2.107, -2.181, -2.127], [-2.170, -3.012, -3.180], [-2.716, -2.804, -1.107], [-2.841, -1.099, -2.435], [-0.062, -0.873, -2.804], [-0.566, 0.363, -2.735], [-0.277, -1.330, -4.052], [1.271, -0.773, -2.658], [-0.291, -3.780, -0.977], [1.173, -2.863, -1.344], [0.240, -3.601, -2.666], [2.063, 2.186, -2.175], [2.232, 1.431, -1.253], [3.441, 0.910, -0.841], [3.352, 0.091, 0.349], [1.845, 0.222, 0.571], [1.145, -0.282, 1.481], [1.256, 0.940, -0.370], [4.159, 0.663, 1.514], [5.429, 1.177, 1.268], [6.200, 1.688, 2.299], [5.712, 1.692, 3.598], [4.454, 1.172, 3.853], [3.681, 0.657, 2.820], [3.670, -1.385, 0.096], [3.913, -1.855, -1.188], [4.152, -3.206, -1.406], [4.134, -4.098, -0.346], [3.884, -3.632, 0.938], [3.657, -2.284, 1.158], [4.291, 1.190, -1.293], [5.834, 1.176, 0.264], [7.185, 2.081, 2.085], [6.311, 2.095, 4.404], [4.065, 1.162, 4.863], [2.704, 0.246, 3.034], [3.904, -1.170, -2.024], [4.341, -3.557, -2.412], [4.312, -5.152, -0.518], [3.864, -4.321, 1.772], [3.464, -1.932, 2.162]], "fmax_ev_per_a": 0.5, "s_squared": 0.76, "de_lowest_kj_mol": 12.5, "total_charge": 0, "energy_ev": -98697.054, "homo_lumo_gap_ev": [7.2, 7.2], "spin_multiplicity": 2, "homo_ev": [-8.07, -8.01]}

No. 4
{"formula": "C26H35FN3O3", "method": "ωB97M-V/def2-TZVPD", "elements": ["C", "C", "H", "H", "O", "C", "C", "C", "C", "C", "C", "O", "C", "H", "H", "H", "H", "C", "H", "H", "N", "H", "C", "C", "H", "H", "C", "H", "C", "O", "N", "C", "H", "C", "N", "C", "C", "C", "C", "C", "C", "H", "H", "H", "H", "F", "C", "H", "C", "H", "H", "H", "H", "H", "H", "C", "C", "H", "H", "H", "H", "H", "H", "H", "H", "H", "H", "H"], "positions_angstrom": [[-8.127, 1.402, 2.681], [-8.543, 0.953, 1.227], [-9.418, 1.643, 0.939], [-8.924, -0.128, 1.205], [-7.754, 1.058, 0.031], [-6.768, 0.342, 0.010], [-6.526, -0.848, 0.857], [-5.361, -1.497, 0.293], [-4.531, -1.156, -0.712], [-4.701, -0.082, -1.364], [-5.897, 0.978, -1.081], [-6.023, 1.948, -2.018], [-7.009, 2.544, -2.032], [-7.095, 3.363, -0.943], [-7.972, 2.176, -2.244], [-6.903, 3.391, -2.606], [-4.066, 0.091, -2.123], [-3.305, -2.076, -0.826], [-2.757, -1.692, -1.959], [-3.553, -3.037, -0.742], [-2.243, -1.769, 0.009], [-2.744, -1.766, 1.184], [-1.089, -2.622, 0.052], [-0.127, -2.454, 1.277], [0.752, -3.043, 0.729], [-0.434, -2.677, 2.069], [0.492, -1.253, 1.088], [1.129, -0.772, 1.950], [1.237, -0.848, -0.060], [0.899, -1.134, -1.204], [2.535, -0.141, -0.079], [3.111, 0.135, 1.093], [2.460, 0.761, 1.850], [4.324, 0.935, 0.922], [5.297, 0.273, 0.185], [6.689, 0.962, 0.192], [7.696, -0.076, -0.475], [8.992, 0.318, -0.061], [9.336, 1.596, 0.152], [8.257, 2.529, 0.709], [7.125, 1.939, 0.780], [6.165, 2.784, 1.220], [8.541, 3.338, 1.010], [10.339, 1.714, 0.151], [9.622, -0.341, -0.766], [7.523, -1.405, -0.735], [4.881, -0.627, -0.820], [4.945, -1.715, -0.503], [3.398, -0.021, -1.309], [3.209, 0.985, -1.518], [2.993, -0.713, -2.033], [5.433, -0.391, -1.816], [4.973, 1.407, 1.805], [4.071, 1.897, 0.539], [3.601, -0.786, 1.898], [-0.662, 0.003, 1.341], [-1.699, -0.443, -0.074], [-2.599, 0.317, 0.068], [-1.125, -0.202, -0.941], [-0.206, 0.922, 1.328], [-1.151, -0.253, 2.007], [-1.436, -3.757, 0.149], [-0.552, -2.582, -1.038], [-5.329, -2.442, 1.107], [-7.069, -1.126, 1.531], [-8.907, 1.158, 3.380], [-7.931, 2.361, 2.632], [-7.227, 0.973, 3.004]], "fmax_ev_per_a": 19.3, "de_lowest_kj_mol": 2589.6, "total_charge": 1, "energy_ev": -40827.754, "homo_lumo_gap_ev": 6.5, "spin_multiplicity": 1, "homo_ev": -9.54}